Record 1
Formula: C6H14O
Source: the Open Molecules 2025 dataset
Level of theory: ωB97M-V with the def2-TZVPD basis set

## Properties
Energy relative to the best compared isomer or geometry (same formula, charge and spin) ... 29.40 kcal per mole
LUMO ... 1.0 eV
Kohn-Sham gap ... 11.249 eV
SMILES ... CC(C)CCCO

Last column: Mulliken charge in e.
Positions of all 21 atoms, in Å:
C 2.218 0.180 0.560  -1.487
C 0.853 0.395 -0.124  0.988
C 0.926 0.558 -1.640  -1.428
C 0.042 -0.893 0.285  -1.156
C -1.429 -0.955 -0.113  -0.483
C -2.233 0.291 0.333  -0.588
O -2.052 0.418 1.816  -0.532
H 2.329 0.604 1.579  0.342
H 3.083 0.425 -0.057  0.400
H 2.479 -0.866 0.730  0.334
H 0.408 1.184 0.448  0.208
H 0.138 -0.010 -2.156  0.267
H 1.865 0.129 -2.006  0.402
H 1.031 1.595 -1.992  0.312
H 0.166 -1.029 1.340  0.490
H 0.572 -1.839 -0.035  0.427
H -1.492 -1.059 -1.223  0.221
H -2.055 -1.757 0.312  0.351
H -1.982 1.193 -0.276  0.268
H -3.325 0.212 0.253  0.366
H -1.544 1.223 1.968  0.298

Forces on the atoms, in the same order (eV/Å):
1.13 -0.33 0.27
0.20 -2.34 0.91
0.66 0.06 -0.24
0.46 -0.99 -0.48
-1.22 0.81 -0.65
0.15 0.22 0.97
0.14 0.58 -1.77
-0.21 0.23 -0.74
-0.08 0.92 -0.02
-0.63 -0.43 -0.05
-0.55 0.91 -0.36
0.06 0.65 0.10
-0.04 -0.32 0.17
-0.63 -0.19 0.20
-0.31 0.40 0.93
-0.44 1.03 -0.46
-0.18 0.10 0.67
0.99 -0.32 -0.04
0.25 -0.34 0.92
0.32 -0.50 -0.40
-0.04 -0.14 0.10

Record 2
Formula: C6H14O
Source: the Open Molecules 2025 dataset
Level of theory: ωB97M-V with the def2-TZVPD basis set

## Properties
Energy relative to the best compared isomer or geometry (same formula, charge and spin) ... 14.37 kcal per mole
LUMO ... 0.9 eV
Kohn-Sham gap ... 10.717 eV
SMILES ... CC(C)CC=O.C

Last column: Mulliken charge in e.
Positions of all 21 atoms, in Å:
C 1.155 -1.718 1.217  -1.402
C -0.249 -1.266 0.811  0.676
C -0.998 -2.382 0.088  -1.532
C -0.189 0.007 -0.053  -0.544
C 0.447 1.133 0.730  -0.274
O -0.108 1.688 1.651  -0.502
H 1.114 -2.620 1.836  0.391
H 1.679 -0.947 1.795  0.378
H 1.762 -1.946 0.331  0.316
H -0.806 -1.001 1.720  0.247
H -1.081 -3.269 0.727  0.407
H -0.470 -2.678 -0.828  0.336
H -2.011 -2.071 -0.191  0.362
H -1.204 0.315 -0.331  0.348
H 0.377 -0.186 -0.974  0.371
H 1.483 1.420 0.447  0.385
C -0.217 3.160 -1.691  -0.915
H -1.098 2.870 -2.269  0.242
H 0.583 2.434 -1.867  0.190
H 0.119 4.151 -2.004  0.319
H -0.466 3.184 -0.628  0.202

Forces on the atoms, in the same order (eV/Å):
0.06 -0.01 0.02
-0.02 -0.01 0.07
-0.03 -0.04 -0.04
-0.04 0.02 -0.04
-0.17 0.09 0.28
0.26 -0.22 -0.39
-0.01 0.12 -0.09
-0.07 -0.12 -0.08
-0.10 0.02 0.12
0.07 -0.05 -0.11
0.02 0.13 -0.10
-0.07 0.05 0.12
0.15 -0.04 0.04
0.14 -0.04 0.07
-0.05 0.02 0.14
-0.12 0.00 0.06
0.00 0.01 0.00
0.12 0.06 0.08
-0.11 0.13 0.01
-0.05 -0.15 0.02
0.01 0.03 -0.19

Record 3
Formula: C6H14O
Source: the Open Molecules 2025 dataset
Level of theory: ωB97M-V with the def2-TZVPD basis set

## Properties
Energy relative to the best compared isomer or geometry (same formula, charge and spin) ... 65.25 kcal per mole
LUMO ... 0.8 eV
Kohn-Sham gap ... 9.129 eV
SMILES ... C=CO.CCCC

Last column: Mulliken charge in e.
Positions of all 21 atoms, in Å:
C 1.560 0.908 1.060  -0.787
C 0.694 0.267 1.913  -0.053
O 1.067 -0.979 2.391  -0.507
H 2.532 0.466 0.886  0.313
H 1.555 1.989 1.050  0.287
H 0.013 0.831 2.547  0.388
H 0.315 -1.405 2.815  0.348
C -0.509 1.593 -1.778  -1.424
C -0.036 0.245 -1.263  0.084
C -0.967 -0.484 -0.387  0.114
C -0.781 -1.993 -0.319  -1.410
H 0.291 2.115 -2.306  0.360
H -0.814 2.225 -0.942  0.316
H -1.359 1.494 -2.457  0.402
H 0.882 0.549 -0.437  -0.226
H 0.407 -0.362 -2.055  0.420
H -0.639 -0.107 0.715  -0.137
H -2.016 -0.224 -0.552  0.452
H 0.232 -2.228 0.004  0.308
H -0.964 -2.460 -1.290  0.414
H -1.464 -2.440 0.406  0.339

Forces on the atoms, in the same order (eV/Å):
-0.44 -0.36 2.34
2.48 0.91 0.31
-0.54 0.19 -0.40
-0.15 -0.31 -0.40
-0.40 0.04 -0.38
-0.35 -0.19 -0.37
0.00 0.01 -0.03
-0.07 -0.13 -0.03
2.18 1.09 1.11
0.17 0.05 2.10
-0.06 0.06 -0.17
-0.03 -0.02 -0.02
-0.09 0.06 0.02
-0.05 0.05 -0.01
-1.57 -0.86 -2.38
0.05 -0.04 0.08
-1.29 -0.51 -1.84
0.05 0.11 0.15
0.10 -0.08 -0.09
0.05 -0.05 0.04
-0.04 -0.02 -0.03

Record 4
Formula: C6H14O
Source: the Open Molecules 2025 dataset
Level of theory: ωB97M-V with the def2-TZVPD basis set

## Properties
Energy relative to the best compared isomer or geometry (same formula, charge and spin) ... 60.31 kcal per mole
LUMO ... 0.8 eV
Kohn-Sham gap ... 9.655 eV
SMILES ... C=C(C)CCC.O

Last column: Mulliken charge in e.
Positions of all 21 atoms, in Å:
C 1.975 0.665 -1.600  -1.200
C 0.857 0.794 -0.812  0.815
C -0.459 0.577 -1.554  -1.260
C 0.779 0.906 0.703  -0.706
C -0.164 -0.121 1.403  -0.216
C -1.559 0.449 1.947  -1.148
H 1.754 0.414 -2.634  0.246
H 2.965 0.866 -1.438  0.400
H -1.219 0.528 -0.796  0.241
H -0.363 -0.195 -2.270  0.391
H -0.712 1.500 -2.208  0.331
H 1.747 0.953 0.993  0.421
H 0.293 1.909 0.746  0.286
H -0.359 -0.884 0.595  0.110
H 0.338 -0.872 2.253  0.331
H -2.024 -0.381 2.538  0.326
H -1.286 1.287 2.584  0.340
H -2.093 1.021 1.192  0.314
O -0.460 -2.961 -0.450  -0.616
H -0.430 -3.655 -1.044  0.288
H 0.419 -2.798 -0.145  0.307

Forces on the atoms, in the same order (eV/Å):
-4.01 0.02 0.35
1.44 -1.89 -1.80
0.36 3.21 -0.09
-3.44 1.22 -1.81
0.08 -2.55 0.26
2.64 -0.44 0.28
0.11 0.22 -0.12
2.28 0.27 1.18
-0.79 -0.69 -0.30
-0.38 -1.22 -0.24
0.44 -1.16 1.18
2.87 0.19 1.70
0.45 -0.27 0.88
-0.26 0.69 0.94
-0.96 2.51 -1.92
-0.27 1.10 -0.86
0.03 -0.18 0.82
-0.62 -0.95 -0.40
-1.10 2.07 1.62
0.23 -2.20 -1.86
0.91 0.05 0.19

Number 1: largest force on an atom 0.0490 Eh/bohr. Number 2: largest force on an atom 0.0101 Eh/bohr. Number 3: largest force on an atom 0.0579 Eh/bohr. Number 4: largest force on an atom 0.0792 Eh/bohr.